# C6H13N

A single C6H13N molecule at a distorted geometry (ωB97M-V/def2-TZVPD, the Open Molecules 2025 dataset).

```
20
C6H13N ωB97M-V/def2-TZVPD
C 0.639 -0.002 2.399
C 0.575 0.748 1.091
C -0.164 0.005 -0.016
C 0.166 -1.180 -0.515
N 1.447 -1.823 -0.507
C -1.348 0.752 -0.646
C -1.161 0.746 -2.184
H 0.117 -0.958 2.484
H 1.687 -0.136 2.685
H 0.109 0.470 3.214
H 0.228 1.789 1.165
H 1.570 0.901 0.629
H -0.450 -1.698 -1.224
H 1.491 -2.697 0.007
H 2.222 -1.280 -0.147
H -2.315 0.328 -0.380
H -1.357 1.740 -0.206
H -1.951 1.348 -2.677
H -1.346 -0.171 -2.745
H -0.159 1.117 -2.426
```

Values from the calculation:
DFT total energy, Ha: -291.1148
Charge: 0
SMILES: CCC(=CN)CC
Kohn-Sham gap, hartree: 0.3352
Relative energy (zero: lowest compared OMol25 entry of this formula, charge and spin), kJ/mol: 115.3